ORCA calculation (ωB97M-V/def2-TZVPD) on a molecular structure, C54H162N21O23P11.

ORCA input file:
```
! wB97M-V def2-TZVPD RIJCOSX def2/J DEFGRID3
* xyz 0 1
O 20.7589 18.0660 27.4232
P 20.1387 16.9383 26.7034
N 18.8754 17.4960 25.7902
C 18.7331 18.9131 25.4776
C 17.8360 16.6214 25.2245
N 19.3715 15.7226 27.5627
C 18.2640 16.2282 28.4338
C 20.1838 14.5556 28.0398
N 21.1738 16.0801 25.8294
C 20.6409 15.0545 24.8869
C 22.6177 16.2711 25.8481
H 17.7439 19.2629 25.9058
H 18.7861 19.1063 24.3740
H 19.4971 19.4211 26.1074
H 17.7879 15.6294 25.6546
H 17.9198 16.4906 24.1439
H 16.8699 17.1532 25.4312
H 17.3431 15.6513 28.2753
H 18.5960 16.0894 29.4950
H 18.0665 17.3004 28.3297
H 19.4206 13.7657 28.0712
H 20.9627 14.2567 27.3454
H 20.6263 14.8208 29.0498
H 20.9605 15.1688 23.8368
H 20.9472 14.0645 25.2493
H 19.5551 14.9883 24.8588
H 22.9203 17.2517 26.1633
H 23.0448 16.1781 24.8342
H 23.1018 15.5630 26.5433
O 11.4661 16.7727 28.3488
P 12.1467 16.3010 27.0860
N 12.5717 14.7058 27.1743
C 11.5913 13.8764 27.9077
C 13.3549 13.9486 26.2339
N 13.6170 17.0430 26.7621
C 13.5449 18.4198 26.1442
C 14.6955 16.9748 27.7064
N 11.1359 16.7842 25.7930
C 11.5348 16.6134 24.3928
C 10.1184 17.7452 25.9610
H 12.0626 12.9637 28.1188
H 10.6954 13.7103 27.3324
H 11.3539 14.5450 28.7323
H 12.7408 13.5738 25.3960
H 13.6666 13.0822 26.7928
H 14.2515 14.5298 25.9057
H 14.1749 19.1163 26.6756
H 14.0145 18.3906 25.1389
H 12.5518 18.8514 26.0289
H 14.8699 15.9482 28.1016
H 15.6156 17.2177 27.1671
H 14.6272 17.6278 28.5635
H 12.1673 17.4113 23.9766
H 12.1734 15.7420 24.3072
H 10.6515 16.3917 23.7378
H 9.6518 17.5703 26.8924
H 9.3722 17.6361 25.1130
H 10.5074 18.7479 25.8433
O 18.3696 13.9449 13.3402
P 19.7316 13.9884 12.8199
N 19.9690 14.2654 11.2487
C 19.5403 15.6234 10.7558
C 19.9023 13.1676 10.2607
N 20.5617 12.5097 13.0563
C 19.9428 11.4557 13.8971
C 21.8793 12.1260 12.3964
N 20.4969 15.3141 13.5270
C 21.8586 15.4992 13.0858
C 20.3467 15.6476 14.9534
H 18.5308 15.7079 10.4163
H 20.2716 15.9945 10.0229
H 19.5902 16.2240 11.6636
H 20.7975 13.2724 9.5747
H 19.0111 13.3463 9.6373
H 19.8347 12.1838 10.6892
H 20.4843 11.3224 14.8327
H 18.9812 11.8100 14.1804
H 19.7642 10.5302 13.2288
H 22.2170 12.8545 11.6899
H 22.6403 11.8422 13.1626
H 21.6956 11.2463 11.8560
H 22.5505 14.9328 13.6004
H 21.9413 15.3039 12.0141
H 22.1256 16.5252 13.2957
H 21.1126 15.1137 15.5299
H 19.3915 15.3423 15.3722
H 20.5659 16.7439 15.0410
O 12.2483 17.6439 21.3847
P 12.2295 16.8571 20.1611
N 12.1809 15.1816 20.5472
C 13.0078 14.7153 21.6458
C 11.8336 14.1277 19.6258
N 13.4135 17.3623 19.1410
C 13.8832 16.6323 17.9064
C 13.9018 18.7581 19.0853
N 10.7750 16.9883 19.3391
C 9.5929 16.7320 20.0585
C 10.6465 18.0793 18.3342
H 13.9428 14.3165 21.2153
H 12.5317 13.9389 22.2224
H 13.2902 15.5887 22.2471
H 11.1773 14.4543 18.8477
H 11.3566 13.3749 20.1963
H 12.7553 13.6568 19.2424
H 13.4126 15.7021 17.7919
H 13.6952 17.2387 17.0153
H 14.9495 16.4630 18.0747
H 13.5752 19.3228 19.9621
H 14.9817 18.7461 18.9788
H 13.5187 19.1381 18.1596
H 8.8518 16.1319 19.4781
H 9.7119 16.3330 21.1010
H 8.9729 17.7285 20.1373
H 11.0256 19.0354 18.7010
H 9.6473 18.0169 17.9026
H 11.3511 17.8093 17.5513
O 17.1000 13.8134 24.7042
P 17.0376 12.3318 25.0581
N 16.3105 11.9727 26.5283
C 16.3601 12.9363 27.5643
C 15.3125 10.8581 26.7752
N 18.4756 11.5141 25.1315
C 19.3849 11.5308 23.9536
C 19.0611 11.0474 26.3728
N 16.2067 11.5575 23.8402
C 15.1992 12.3402 23.0709
C 16.1644 10.1134 23.6101
H 17.2993 12.9632 28.1385
H 15.4981 12.8575 28.2699
H 16.2781 13.9852 27.1950
H 15.5737 9.8908 26.3999
H 14.3444 11.1442 26.3668
H 15.2833 10.8428 27.8620
H 19.8262 10.5636 23.9110
H 18.8246 11.6202 23.0306
H 20.2532 12.2236 24.0617
H 18.3399 10.5822 27.0817
H 19.8063 10.2794 26.0827
H 19.5289 11.8489 26.9598
H 15.3219 12.2295 21.9888
H 14.1504 12.0730 23.4068
H 15.4641 13.3846 23.2296
H 16.8072 9.6115 24.3232
H 16.3542 9.8318 22.6010
H 15.1397 9.7317 23.7046
O 16.9999 10.0771 17.4786
P 16.2396 11.2470 16.8789
N 14.7036 11.3003 17.6227
C 14.7544 11.0261 19.1178
C 13.4617 11.7999 16.9748
N 15.8471 11.1955 15.2703
C 15.7224 12.3685 14.3843
C 15.7560 9.9362 14.5670
N 17.0307 12.6515 17.2862
C 16.3975 13.9188 17.5574
C 18.4335 12.6628 17.1079
H 15.7622 10.6219 19.2562
H 13.9654 10.3327 19.3495
H 14.5818 11.9879 19.6641
H 13.3340 12.9068 16.9490
H 12.6437 11.3511 17.4970
H 13.5085 11.5238 15.9090
H 16.6287 12.5790 13.8092
H 14.9158 12.1729 13.6694
H 15.4859 13.2770 14.9044
H 15.6966 9.0851 15.2705
H 14.8395 9.7865 13.9927
H 16.6363 9.6668 13.9502
H 15.3475 13.7687 17.5905
H 16.7209 14.3819 18.4666
H 16.5800 14.6392 16.7766
H 18.7539 13.3087 16.2061
H 18.7800 11.6424 16.9076
H 18.9024 13.1256 17.9587
O 20.4916 13.3365 19.9837
P 21.2328 12.0684 19.8201
N 20.4290 10.8137 20.6575
C 21.1575 9.6591 21.1571
C 19.0012 10.5905 20.4023
N 22.7546 12.0584 20.4461
C 23.8560 12.2639 19.5619
C 22.9763 12.2475 21.8734
N 21.2577 11.6887 18.1683
C 21.4621 10.3207 17.7747
C 21.5347 12.7085 17.1820
H 20.7486 9.4505 22.1481
H 22.2352 9.8214 21.2233
H 21.0373 8.7761 20.4940
H 18.5530 10.1911 21.3263
H 18.7781 9.8406 19.6519
H 18.5277 11.5331 20.1443
H 24.4341 13.1242 19.8946
H 24.5375 11.3800 19.5457
H 23.5576 12.4758 18.5214
H 23.4958 11.3889 22.2533
H 23.4365 13.2267 22.0194
H 21.9902 12.2991 22.4142
H 20.7008 10.1158 17.0074
H 22.4478 10.0997 17.3397
H 21.3213 9.6455 18.5917
H 21.6533 13.6541 17.6968
H 20.7856 12.9345 16.4601
H 22.4270 12.4827 16.6150
C 13.6646 22.5647 17.8299
O 14.9701 23.0556 18.1568
P 16.0629 21.9669 17.5757
O 15.5828 20.5907 17.5456
O 16.5567 22.5137 16.1833
C 16.8018 23.8867 15.8149
O 17.3451 22.2739 18.5191
C 17.3691 22.1151 19.9504
H 12.9504 23.3217 18.1644
H 13.3911 21.6182 18.3773
H 13.5864 22.4927 16.7355
H 16.4694 24.5766 16.6439
H 16.1883 24.2811 14.9781
H 17.8699 24.0466 15.5102
H 17.9601 21.2524 20.2165
H 16.3709 21.9659 20.3791
H 17.8265 23.0237 20.3659
C 12.4863 24.5147 20.8187
O 13.1382 23.2567 20.8005
P 12.5917 22.2070 21.8301
O 12.3033 22.7487 23.1815
O 11.3203 21.5752 21.1791
C 10.1073 21.2240 21.8714
O 13.7044 21.0826 21.7107
C 13.7757 20.3337 22.8967
H 12.8936 25.1625 20.0240
H 12.5305 25.0047 21.7355
H 11.4502 24.3765 20.5907
H 9.8687 22.0532 22.5809
H 10.1998 20.2542 22.4133
H 9.3294 21.1746 21.1104
H 12.8504 19.7570 22.8635
H 13.8361 20.9186 23.8332
H 14.6065 19.6661 22.7130
C 17.4449 17.6517 18.4445
O 16.6616 16.9698 19.4498
P 17.0564 17.1278 20.9783
O 17.5798 18.4449 21.4041
O 18.1565 16.0033 21.2492
C 17.9148 14.5934 21.4762
O 15.6796 16.6216 21.5381
C 15.3321 16.9436 22.8882
H 18.3446 17.0200 18.2399
H 17.7432 18.6856 18.7443
H 16.8048 17.7261 17.5316
H 17.4885 14.4118 22.4938
H 18.9015 14.0951 21.4139
H 17.3134 14.1731 20.7478
H 15.2548 16.0647 23.4951
H 14.3968 17.4782 22.9220
H 16.1172 17.5959 23.3278
C 25.5315 17.9581 21.2637
O 24.2505 17.7988 21.9090
P 23.1635 16.7393 21.4289
O 23.6875 15.3866 21.3541
O 22.0712 16.8558 22.5647
C 21.1044 17.8496 22.6796
O 22.5180 17.3691 20.1036
C 21.4090 16.6805 19.4373
H 25.3933 18.6282 20.4139
H 25.9707 17.0632 20.8261
H 26.2235 18.2428 22.0386
H 21.0310 18.1980 23.6986
H 20.1549 17.4666 22.4268
H 21.2919 18.7332 22.0523
H 20.8370 17.5001 18.9990
H 20.7973 16.0432 20.1251
H 21.8599 16.0535 18.6530
*
```

Computed properties:
Maximum force, eV Å⁻¹: 3.79
HOMO energy, eV: -7.99
Energy, a.u.: -8790.63466
Relative energy (zero: lowest compared OMol25 entry of this formula, charge and spin), eV: 0.000
Kohn-Sham gap, eV: 8.46

Here are the Mulliken charges for atoms 1 to 99, given in e: O -0.97; P 0.30; N 0.83; C -1.03; C 0.63; N 0.48; C -0.93; C -0.54; N 0.90; C -0.06; C -1.09; H 0.17; H 0.17; H 0.41; H 0.13; H -0.15; H -0.86; H -0.02; H 0.43; H 0.32; H -0.06; H 0.25; H 0.22; H -0.16; H 0.40; H -0.30; H 0.33; H 0.22; H 0.28; O -0.90; P 0.27; N 0.31; C -1.25; C -0.42; N 1.00; C -1.16; C -0.99; N 0.35; C -0.27; C -1.04; H 0.35; H 0.35; H 0.39; H 0.08; H 0.38; H -0.12; H 0.52; H 0.16; H 0.21; H 0.23; H 0.12; H 0.36; H 0.11; H -0.33; H 0.36; H 0.32; H 0.30; H 0.32; O -0.97; P 0.32; N 0.36; C -1.03; C -1.09; N 0.80; C -0.32; C -1.25; N 0.24; C -1.24; C -0.60; H 0.35; H 0.34; H 0.34; H 0.29; H 0.31; H 0.35; H 0.23; H -0.50; H 0.34; H 0.35; H 0.25; H 0.48; H 0.35; H 0.36; H 0.41; H 0.17; H 0.12; H 0.34; O -0.58; P -0.37; N 0.41; C 0.80; C -1.55; N 1.36; C -0.91; C -0.89; N 0.33; C -0.93; C -0.94; H -0.02